No. 1
Here is C4H7N2 as an isolated structure in a non-equilibrium geometry from the OMol25 dataset. Energies are from wB97M-V/def2-TZVPD.

Structure (XYZ):
```
13
Properties=species:S:1:pos:R:3:mulliken_charge:R:1
C 0.450 -1.556 -0.035 -0.1263
C 1.534 -0.772 0.161 -0.5165
C 0.958 1.612 -0.116 0.0888
C -1.711 -0.172 0.020 -0.7703
N -0.345 -0.434 -0.411 -0.2474
N 0.736 0.392 -0.193 0.3434
H -0.036 -2.463 0.188 0.4511
H 2.589 -0.646 0.185 0.3815
H 0.173 2.373 -0.141 0.1947
H 1.868 2.102 0.134 0.2764
H -1.901 -0.558 1.050 0.3028
H -1.847 0.966 -0.314 0.3284
H -2.469 -0.845 -0.529 0.2937
```

- Energy relative to the best compared isomer or geometry (same formula, charge and spin): 5.471 eV
- E: -7230.267 eV
- Maximum force: 3.25 eV/A
- Charge: +1
- HOMO-LUMO gap: 8.821 eV

---

No. 2
Here is a 2-piece molecular cluster, C4H7N2 overall in a non-equilibrium geometry from the OMol25 dataset. Energies are from wB97M-V/def2-TZVPD.

Structure (XYZ):
```
13
Properties=species:S:1:pos:R:3:mulliken_charge:R:1
C 1.897 0.478 1.225 0.0620
C 2.015 -0.318 0.166 -0.3018
C -0.733 0.320 -0.358 0.3844
C -0.969 -1.049 0.178 -0.9640
N 1.404 0.873 -0.108 -0.2953
N -1.411 1.158 -1.050 -0.3445
H 2.147 0.832 2.130 0.4281
H 2.226 -1.174 -0.264 0.4423
H -0.233 -1.612 -0.333 0.2849
H -0.758 -1.168 1.221 0.3460
H -2.047 -1.306 -0.013 0.3612
H -2.460 1.000 -1.065 0.2843
H -1.078 1.965 -1.728 0.3123
```

- Energy relative to the best compared isomer or geometry (same formula, charge and spin): 7.344 eV
- E: -7228.395 eV
- Maximum force: 6.66 eV/A
- Charge: +1
- HOMO-LUMO gap (alpha / beta): 8.281 / 8.273 eV

---

No. 3
Here is an isolated ion of composition C4H7N2 and charge +1 in a non-equilibrium geometry from the OMol25 dataset. Energies are from wB97M-V/def2-TZVPD.

Structure (XYZ):
```
13
Properties=species:S:1:pos:R:3:mulliken_charge:R:1
C -1.741 -0.879 -0.259 -1.1570
C -1.479 0.554 0.021 0.6070
C 1.012 0.830 0.004 0.6657
C 2.360 1.046 0.103 -1.1328
N -0.134 0.862 0.018 0.1306
N -2.429 1.370 0.122 -0.5179
H -2.668 -1.346 0.154 0.3493
H 2.834 0.751 -0.779 0.3711
H 2.524 2.074 -0.058 0.3463
H 2.784 0.717 1.043 0.3333
H -0.969 -1.649 -0.023 0.3264
H -1.773 -0.902 -1.341 0.3523
H -3.379 0.904 0.017 0.3257
```

- Energy relative to the best compared isomer or geometry (same formula, charge and spin): 3.204 eV
- E: -7232.535 eV
- Maximum force: 3.92 eV/A
- Charge: +1
- HOMO-LUMO gap: 10.069 eV

---

No. 4
Here is C4H7N2O as an isolated structure in a non-equilibrium geometry from the OMol25 dataset. Energies are from wB97M-V/def2-TZVPD.

Structure (XYZ):
```
14
Properties=species:S:1:pos:R:3:mulliken_charge:R:1
C 0.377 -0.002 -0.568 0.8361
C -0.412 -1.599 0.170 0.2938
C 1.320 1.087 -0.972 -1.1242
C -1.553 0.575 1.140 -0.6832
N -0.657 -0.149 0.267 -0.0593
N 0.644 -1.381 -0.643 -0.1708
O -0.820 -2.887 0.760 -0.4145
H 1.124 1.953 -0.509 0.3789
H 1.257 1.297 -2.047 0.3614
H 2.284 0.801 -0.715 0.3720
H -1.144 0.270 2.178 0.3197
H -1.384 1.596 0.867 0.3427
H -2.500 0.317 0.983 0.3117
H 1.463 -1.877 -0.910 0.2357
```

- Energy relative to the best compared isomer or geometry (same formula, charge and spin): 4.698 eV
- E: -9278.092 eV
- Maximum force: 11.56 eV/A
- Charge: +1
- HOMO-LUMO gap (alpha / beta): 9.187 / 9.187 eV

---

No. 5
Here is a 2-piece molecular cluster, C4H7N2O2 overall in a non-equilibrium geometry from the OMol25 dataset. Energies are from wB97M-V/def2-TZVPD.

Structure (XYZ):
```
15
Properties=species:S:1:pos:R:3:mulliken_charge:R:1
C -0.614 1.281 1.017 0.4650
C -0.404 -0.028 0.878 -0.9266
C -1.761 0.129 -1.695 0.7869
C 0.991 -0.632 0.944 -0.4773
N -0.676 2.419 0.676 -0.3079
N 1.279 -1.094 -0.479 -0.3316
O -0.958 -0.705 -1.837 -0.4754
O -2.592 0.911 -1.619 -0.3041
H -1.302 -0.492 1.125 0.5561
H 0.913 -1.550 1.528 0.3133
H 1.624 0.266 1.130 0.3727
H -0.688 3.364 1.103 0.3057
H 0.849 -1.930 -0.813 0.3148
H 2.169 -1.510 -0.707 0.3306
H 1.170 -0.429 -1.252 0.3777
```

- Energy relative to the best compared isomer or geometry (same formula, charge and spin): 1.375 eV
- E: -11328.350 eV
- Maximum force: 3.00 eV/A
- Charge: +1
- HOMO-LUMO gap: 9.390 eV

---

No. 6
Here is a 2-piece molecular cluster, C4H7N2O2 overall in a non-equilibrium geometry from the OMol25 dataset. Energies are from wB97M-V/def2-TZVPD.

Structure (XYZ):
```
15
Properties=species:S:1:pos:R:3:mulliken_charge:R:1
C 3.458 0.022 -0.007 -0.0765
C 0.110 1.075 -0.137 -0.2113
C -1.076 1.682 -0.022 -0.0629
C -0.105 -1.486 0.054 0.2020
N -1.398 -1.730 -0.013 -0.2853
N 0.492 -0.321 -0.116 -0.0036
O -2.179 0.908 0.085 -0.5469
O 4.568 0.192 0.073 -0.0757
H 1.042 1.743 -0.333 0.1586
H -1.056 2.706 -0.037 0.4599
H 0.709 -2.168 0.166 0.3633
H -1.573 -2.679 -0.169 0.2422
H -1.860 -0.857 -0.210 0.3084
H -2.686 1.383 0.740 0.3371
H 1.555 -0.471 -0.074 0.1908
```

- Energy relative to the best compared isomer or geometry (same formula, charge and spin): 1.120 eV
- E: -11328.606 eV
- Maximum force: 4.72 eV/A
- Charge: +1
- HOMO-LUMO gap: 9.689 eV